#a
This record from the Open Molecules 2025 dataset describes the molecule C2H6BrP. The level of theory is the ωB97M-V functional and the def2-TZVPD basis.

Cartesian coordinates (Å):
1 C 0.710 -0.074 0.839
2 C -0.575 -0.409 0.117
3 P -0.646 -0.030 -1.702
4 Br -2.053 1.001 0.849
5 H 0.727 0.981 1.115
6 H 1.571 -0.259 0.195
7 H 0.821 -0.661 1.751
8 H -0.999 -1.380 0.355
9 H -0.222 1.293 -1.550
10 H 0.666 -0.462 -1.970

## Properties
E_LUMO: 0.00800 Eh
structure (SMILES): C[C@H](P)Br
frontier orbital gap: 10.12 eV
molar mass: 140.95 g/mol

=====

#b
This record from the Open Molecules 2025 dataset describes a 2-piece molecular cluster, C2H6BrP overall. The level of theory is the ωB97M-V functional and the def2-TZVPD basis.

Cartesian coordinates (Å):
1 C 1.129 0.190 0.420
2 C -1.641 -1.000 0.075
3 P 1.251 1.916 0.128
4 Br -2.510 0.473 -0.672
5 H 1.962 -0.136 1.139
6 H 1.088 -0.330 -0.574
7 H -0.968 -1.588 -0.547
8 H -2.297 -1.463 0.837
9 H 0.894 2.496 1.266
10 H 0.000 2.184 -0.656

## Properties
E_LUMO (alpha / beta): -0.00303 / -0.00760 Eh
frontier orbital gap (alpha / beta): 7.83 / 8.31 eV
molar mass: 140.95 g/mol

=====

Stability ranking, top and bottom: #a is the most stable and #b is the least stable.

=====

#a
This record from the Open Molecules 2025 dataset describes C3H5F2N as an isolated structure. The level of theory is the ωB97M-V functional and the def2-TZVPD basis.

Cartesian coordinates (Å):
1 C -0.165 -0.480 0.992
2 C -1.027 -0.702 -0.297
3 C 0.283 0.629 0.113
4 N 1.442 0.724 -0.649
5 F -2.202 -0.122 -0.290
6 F -0.273 1.868 0.271
7 H -0.772 -0.310 1.921
8 H 0.586 -1.298 1.359
9 H -0.793 -1.487 -0.976
10 H 1.407 1.410 -1.410
11 H 1.514 -0.232 -1.033

## Properties
E_LUMO: 0.03551 Eh
frontier orbital gap: 8.50 eV
molar mass: 93.08 g/mol

=====

#b
This record from the Open Molecules 2025 dataset describes the molecule C3H5F2N. The level of theory is the ωB97M-V functional and the def2-TZVPD basis.

Cartesian coordinates (Å):
1 N 0.849 -0.330 -1.225
2 C -0.062 -0.484 -0.207
3 C 0.164 0.177 1.184
4 C -0.765 0.829 0.216
5 F -0.393 1.818 -0.587
6 F -2.042 0.886 0.398
7 H 0.408 -0.828 -2.184
8 H 1.907 -0.668 -0.849
9 H -0.776 -1.373 -0.175
10 H -0.519 -0.464 1.808
11 H 1.231 0.436 1.622

## Properties
E_LUMO: 0.03066 Eh
structure (SMILES): N[C@H]1CC1(F)F
frontier orbital gap: 9.60 eV
molar mass: 93.08 g/mol

=====

Stability ranking, top and bottom: #b is the most stable and #a is the least stable.

=====

#a
This record from the Open Molecules 2025 dataset describes the molecule C4H9O2P. The level of theory is the ωB97M-V functional and the def2-TZVPD basis.

Cartesian coordinates (Å):
1 C -2.016 1.258 -0.692
2 P -0.762 0.258 -0.288
3 C -1.271 -1.369 0.379
4 O 0.621 -0.086 -1.177
5 C 1.801 -0.007 -0.439
6 C 1.517 1.116 0.575
7 O 0.132 1.105 0.877
8 H -1.754 1.963 -1.316
9 H -2.993 0.835 -0.743
10 H -2.186 -1.284 0.994
11 H -1.456 -2.192 -0.413
12 H -0.489 -1.893 0.979
13 H 2.608 0.358 -1.131
14 H 2.006 -0.927 0.108
15 H 1.982 0.960 1.581
16 H 1.841 2.153 0.126

## Properties
E_LUMO: 0.03121 Eh
structure (SMILES): C=P1(C)OCCO1
frontier orbital gap: 8.91 eV
molar mass: 120.09 g/mol

=====

#b
This record from the Open Molecules 2025 dataset describes the molecule C4H9O2P. The level of theory is the ωB97M-V functional and the def2-TZVPD basis.

Cartesian coordinates (Å):
1 C -1.192 -1.610 -0.191
2 C -0.312 1.634 -0.584
3 C -0.537 -0.555 0.784
4 C 0.208 0.348 -0.152
5 O 2.176 -1.421 -0.495
6 O 2.015 0.766 0.968
7 P 2.008 0.000 -0.700
8 H -2.280 -1.804 0.194
9 H -0.495 -2.510 -0.174
10 H -1.157 -1.227 -1.189
11 H 0.313 2.226 -1.345
12 H -0.702 2.306 0.274
13 H -1.277 1.300 -1.075
14 H -1.331 -0.016 1.373
15 H 0.203 -1.059 1.482
16 H 2.360 1.623 0.831

## Properties
E_LUMO: -0.02285 Eh
frontier orbital gap: 7.68 eV
molar mass: 120.09 g/mol

=====

Stability ranking, top and bottom: #a is the most stable and #b is the least stable.

=====

#a
This record from the Open Molecules 2025 dataset describes the molecule C2H6OSi. The level of theory is the ωB97M-V functional and the def2-TZVPD basis.

Cartesian coordinates (Å):
1 O -1.938 -1.057 1.123
2 C -0.898 -1.184 0.553
3 C -0.393 -0.417 -0.608
4 Si 0.611 1.080 0.029
5 H -0.150 -1.890 0.757
6 H -0.952 0.038 -1.328
7 H 0.334 -1.019 -1.140
8 H 1.606 1.464 -1.047
9 H 1.689 0.786 1.070
10 H 0.091 2.200 0.591

## Properties
E_LUMO: 0.03242 Eh
structure (SMILES): O=CC[SiH3]
frontier orbital gap: 10.99 eV
molar mass: 74.15 g/mol

=====

#b
This record from the Open Molecules 2025 dataset describes the molecule C2H6OSi. The level of theory is the ωB97M-V functional and the def2-TZVPD basis.

Cartesian coordinates (Å):
1 C 0.465 0.734 -1.546
2 C 0.360 -0.357 -0.430
3 O 1.453 1.321 -0.761
4 Si -0.452 -0.179 1.201
5 H 0.943 0.470 -2.488
6 H -0.455 1.344 -1.712
7 H 1.239 -1.036 -0.590
8 H 0.886 0.166 1.777
9 H -1.132 -1.327 1.813
10 H -1.447 0.980 1.314

## Properties
E_LUMO (alpha / beta): -0.02963 / -0.02985 Eh
frontier orbital gap (alpha / beta): 8.86 / 8.90 eV
molar mass: 74.15 g/mol

=====

Stability ranking, top and bottom: #a is the most stable and #b is the least stable.

=====

#a
This record from the Open Molecules 2025 dataset describes a 2-piece molecular cluster, CH4OS2 overall. The level of theory is the ωB97M-V functional and the def2-TZVPD basis.

Cartesian coordinates (Å):
1 O -1.190 -0.725 -0.590
2 C -1.643 0.336 0.150
3 S -1.133 0.607 1.681
4 H -0.730 -1.302 -0.057
5 H -2.381 0.858 -0.395
6 S 2.848 0.450 -0.066
7 H 1.507 0.533 -0.206
8 H 2.722 -0.757 -0.518

## Properties
E_LUMO: -0.00456 Eh
structure (SMILES): OC=S.S
frontier orbital gap: 9.33 eV
molar mass: 96.18 g/mol

=====

#b
This record from the Open Molecules 2025 dataset describes a 2-piece molecular cluster, CH4OS2 overall. The level of theory is the ωB97M-V functional and the def2-TZVPD basis.

Cartesian coordinates (Å):
1 C 0.982 -1.396 0.358
2 O 0.934 -0.249 -0.045
3 S -1.124 1.641 -0.027
4 S -1.736 -0.094 0.422
5 H 1.177 -2.194 -0.350
6 H 0.123 1.676 -0.579
7 H 1.299 -1.623 1.374
8 H -1.655 2.238 -1.153

## Properties
E_LUMO: 0.01020 Eh
frontier orbital gap: 8.42 eV
molar mass: 96.18 g/mol

=====

Stability ranking, top and bottom: #a is the most stable and #b is the least stable.

=====

#a
This record from the Open Molecules 2025 dataset describes the molecule C15H15NO. The level of theory is the ωB97M-V functional and the def2-TZVPD basis.

Cartesian coordinates (Å):
1 N 0.954 -0.083 3.297
2 C -0.137 -0.480 2.390
3 C 0.397 -0.828 1.013
4 C -0.505 -0.165 -0.030
5 O 0.249 0.391 -1.123
6 C 0.795 -0.535 -2.007
7 C 2.188 -0.606 -2.166
8 C 2.811 -1.471 -3.072
9 C 2.016 -2.256 -3.894
10 C 0.626 -2.209 -3.840
11 C 0.004 -1.319 -2.928
12 C -1.191 0.894 0.773
13 C -1.853 2.031 0.312
14 C -2.409 2.945 1.226
15 C -2.246 2.757 2.590
16 C -1.608 1.631 3.082
17 C -1.036 0.701 2.154
18 H 0.585 0.063 4.249
19 H 1.401 0.755 2.925
20 H -0.702 -1.332 2.753
21 H 0.373 -1.900 0.925
22 H 1.442 -0.499 0.921
23 H -1.246 -0.855 -0.382
24 H 2.792 -0.003 -1.478
25 H 3.901 -1.515 -3.120
26 H 2.482 -2.953 -4.578
27 H 0.071 -2.802 -4.549
28 H -1.071 -1.252 -2.908
29 H -1.969 2.141 -0.763
30 H -3.006 3.763 0.856
31 H -2.659 3.501 3.238
32 H -1.450 1.489 4.134

## Properties
E_LUMO: 0.03204 Eh
structure (SMILES): N[C@@H]1C[C@H](Oc2ccccc2)c2ccccc21
frontier orbital gap: 9.67 eV
molar mass: 225.29 g/mol

=====

#b
This record from the Open Molecules 2025 dataset describes the molecule C15H15NO. The level of theory is the ωB97M-V functional and the def2-TZVPD basis.

Cartesian coordinates (Å):
1 C -1.511 -2.195 0.287
2 C -0.484 -2.318 -0.825
3 C 0.620 -1.223 -0.738
4 C 1.600 -1.620 0.376
5 C 1.492 -1.218 -2.028
6 C -0.009 0.169 -0.511
7 C -0.884 0.760 -1.426
8 C -1.311 0.279 -2.679
9 N -1.531 -0.118 -3.759
10 C -1.353 2.029 -0.850
11 O -2.103 2.851 -1.402
12 C -0.689 2.206 0.394
13 C -0.775 3.289 1.282
14 C -0.065 3.224 2.492
15 C 0.696 2.110 2.766
16 C 0.846 1.082 1.836
17 C 0.106 1.126 0.647
18 H -1.015 -2.213 1.276
19 H -2.127 -1.263 0.203
20 H -2.213 -3.013 0.205
21 H -0.006 -3.302 -0.791
22 H -0.981 -2.274 -1.824
23 H 2.025 -2.631 0.145
24 H 1.067 -1.689 1.301
25 H 2.449 -0.932 0.455
26 H 0.864 -1.183 -2.905
27 H 2.108 -2.127 -2.077
28 H 2.150 -0.365 -2.010
29 H -1.413 4.150 1.064
30 H -0.215 4.036 3.209
31 H 1.157 2.107 3.738
32 H 1.505 0.266 2.149

## Properties
E_LUMO: -0.05182 Eh
structure (SMILES): CCC(C)(C)C1=C(C#N)C(=O)c2ccccc21
frontier orbital gap: 7.77 eV
molar mass: 225.29 g/mol

=====

Stability ranking, top and bottom: #a is the most stable and #b is the least stable.